No. 1
16
Properties=species:S:1:pos:R:3 method="wB97M-V/def2-TZVPD" homo_ha=-0.4149 e_above_lowest_kcal_mol=10.6 gap_ev=12.43 charge=0 smiles=CC.CC
C 1.699 0.674 -0.513
C 2.492 -0.470 0.082
H 1.437 1.403 0.248
H 2.354 1.309 -1.133
H 0.830 0.378 -1.087
H 3.477 -0.094 0.398
H 1.950 -0.892 0.929
H 2.857 -1.234 -0.608
C -1.770 0.543 0.415
C -2.419 -0.749 0.007
H -1.749 0.612 1.504
H -0.716 0.590 0.105
H -2.125 1.477 -0.026
H -2.372 -1.550 0.753
H -2.079 -1.248 -0.903
H -3.491 -0.685 -0.182



No. 2
16
Properties=species:S:1:pos:R:3 method="wB97M-V/def2-TZVPD" homo_ha=-0.4015 e_above_lowest_kcal_mol=31.0 gap_ev=12.08 charge=0 smiles=CC.CC
C 0.528 -2.226 -0.408
C 0.039 -1.743 0.973
H -0.377 -2.802 -0.933
H 0.821 -1.290 -0.917
H 1.334 -2.858 -0.240
H -1.048 -1.957 1.219
H 0.259 -0.820 1.504
H 0.669 -2.316 1.728
C -0.769 2.544 -0.273
C 0.240 1.440 -0.477
H -0.870 3.213 -1.071
H -1.771 2.066 -0.151
H -0.520 3.218 0.537
H -0.326 0.739 -1.003
H 1.147 1.672 -1.046
H 0.643 1.118 0.557



No. 3
16
Properties=species:S:1:pos:R:3 method="wB97M-V/def2-TZVPD" homo_ha=-0.4199 e_above_lowest_kcal_mol=17.2 gap_ev=12.60 charge=0 smiles=CC.CC
C 1.735 -0.678 1.591
C 0.558 0.284 1.721
H 1.311 -1.695 1.504
H 2.334 -0.575 0.695
H 2.328 -0.759 2.497
H -0.381 0.073 1.221
H 0.256 0.285 2.769
H 0.902 1.278 1.424
C -0.430 0.240 -1.979
C -1.870 0.198 -1.385
H 0.069 -0.688 -2.221
H -0.419 0.771 -2.943
H 0.110 0.969 -1.378
H -2.770 0.493 -1.907
H -1.796 0.685 -0.417
H -1.937 -0.880 -1.193



No. 4
16
Properties=species:S:1:pos:R:3 method="wB97M-V/def2-TZVPD" homo_ha="-0.5609 / -0.5328" spin_multiplicity=2 e_above_lowest_kcal_mol=24.4 gap_ev="12.00 / 3.01" charge=+1
C -1.153 -0.991 -1.139
C -1.200 -2.271 -1.878
H -0.244 -1.108 -0.553
H -1.045 -0.116 -1.876
H -2.134 -0.642 -0.763
H -0.240 -2.819 -2.037
H -1.585 -3.127 -1.218
H -1.758 -2.154 -2.808
C 0.884 2.334 1.875
C 1.445 1.016 1.270
H 1.483 2.556 2.745
H 0.993 3.116 1.110
H -0.182 2.195 1.950
H 1.280 0.766 0.199
H 0.926 0.242 1.863
H 2.529 1.003 1.260



No. 5
16
Properties=species:S:1:pos:R:3 method="wB97M-V/def2-TZVPD" homo_ha="-0.6249 / -0.5850" spin_multiplicity=2 e_above_lowest_kcal_mol=7.8 gap_ev="14.10 / 4.82" charge=+1
C -0.939 -0.369 0.994
C -0.873 0.336 2.309
H -1.023 0.414 0.203
H 0.090 -0.785 0.744
H -1.682 -1.142 0.793
H -1.180 -0.240 3.174
H 0.132 0.707 2.492
H -1.549 1.211 2.202
C 0.657 0.712 -1.694
C 1.098 -0.689 -1.458
H 0.958 1.377 -0.884
H 1.065 1.166 -2.623
H -0.432 0.669 -1.881
H 0.319 -1.463 -1.253
H 1.856 -0.824 -0.691
H 1.502 -1.079 -2.427



No. 6
16
Properties=species:S:1:pos:R:3 method="wB97M-V/def2-TZVPD" homo_ha="-0.6034 / -0.5824" spin_multiplicity=2 e_above_lowest_kcal_mol=7.7 gap_ev="13.37 / 4.60" charge=+1
C 1.089 0.814 1.699
C 1.647 1.388 0.414
H 0.194 0.172 1.410
H 1.788 0.091 2.124
H 0.767 1.560 2.424
H 1.505 0.655 -0.382
H 2.694 1.705 0.425
H 1.046 2.246 0.101
C -0.820 -1.477 -0.752
C -1.901 -0.651 -1.234
H -0.259 -1.102 0.193
H -1.051 -2.512 -0.460
H -0.014 -1.489 -1.503
H -2.796 -0.555 -0.610
H -1.546 0.291 -1.685
H -2.343 -1.135 -2.164